1.
{"formula": "C6H11N", "method": "the ωB97M-V functional and the def2-TZVPD basis", "smiles": "C=C/C(N)=C/CC", "lumo_energy_ev": 0.6, "homo_ha": -0.2610, "orbital_gap_ev": 7.68, "de_lowest_kj_mol": 283.3, "elements": ["C", "C", "C", "N", "C", "C", "C", "H", "H", "H", "H", "H", "H", "H", "H", "H", "H", "H"], "coordinates": [[1.543569, -1.500707, -2.225868], [0.430689, -1.645381, -1.451681], [0.319664, -0.852671, -0.225393], [1.460332, -0.365737, 0.405768], [-0.895189, -0.299031, 0.114673], [-1.258291, 1.109838, 0.471853], [-1.057975, 1.522834, 1.925236], [1.868167, -2.321159, -2.857103], [2.017160, -0.500034, -2.168339], [-0.460246, -2.154097, -1.808919], [2.302629, -0.712316, -0.030002], [1.592941, 0.542789, 0.811912], [-1.770423, -0.962812, 0.158052], [-2.320380, 1.287318, 0.130117], [-0.747555, 1.845306, -0.139897], [-1.348721, 2.583990, 2.108432], [0.011341, 1.442589, 2.151786], [-1.687714, 0.979282, 2.629374]], "forces_ev_per_a": [[-1.0, 0.2, 0.7], [1.1, 0.1, 0.5], [-1.6, 2.7, 0.7], [1.2, -0.9, -1.3], [-0.9, -1.1, -0.4], [-0.9, 0.5, 0.3], [-0.3, 1.1, 0.3], [-0.3, 0.7, -0.8], [0.7, -1.3, 0.3], [0.3, -0.9, 0.5], [0.1, 0.3, 0.1], [-0.7, 0.1, 0.0], [0.3, 0.1, -1.1], [0.8, -0.4, 0.7], [0.7, -0.1, -0.3], [0.3, -0.5, -0.4], [-0.3, -0.1, 0.4], [0.3, -0.4, 0.0]], "nbo_charge": [-0.480, -0.184, 0.141, -0.816, -0.249, -0.444, -0.597, 0.213, 0.203, 0.224, 0.381, 0.390, 0.199, 0.212, 0.202, 0.204, 0.192, 0.208]}

***

2.
{"formula": "C24H37N3O5S", "method": "the ωB97M-V functional and the def2-TZVPD basis", "lumo_energy_ev": -1.0, "homo_ha": -0.3067, "orbital_gap_ev": 7.35, "de_lowest_kj_mol": 1385.0, "elements": ["O", "C", "C", "C", "C", "C", "C", "C", "N", "C", "C", "C", "C", "C", "C", "C", "N", "S", "N", "C", "C", "H", "H", "H", "H", "H", "H", "H", "H", "H", "H", "H", "H", "H", "H", "H", "H", "H", "C", "O", "C", "C", "O", "C", "H", "H", "H", "H", "H", "H", "H", "H", "H", "H", "C", "O", "C", "C", "O", "C", "H", "H", "H", "H", "H", "H", "H", "H", "H", "H"], "coordinates": [[1.033243, -3.044103, 4.862145], [1.348325, -2.138195, 3.790771], [1.581060, -0.637893, 4.221906], [1.972143, 0.475087, 3.212863], [2.135450, 0.044173, 1.712637], [1.865739, -1.455460, 1.227776], [1.466604, -2.559368, 2.284198], [1.201633, -4.072875, 1.798664], [0.207297, -4.789379, 2.636752], [-1.196079, -4.366042, 2.355164], [-1.943422, -4.046054, 3.737804], [-3.505490, -3.609788, 3.539988], [-3.587814, -2.120659, 2.941829], [-5.041195, -1.491560, 2.789666], [-5.269262, -0.060480, 2.215006], [-4.029584, 0.769816, 1.739811], [-3.914460, 2.083379, 1.146961], [-2.229972, 2.362582, 0.882149], [-1.417671, 0.947243, 1.472133], [-2.579630, 0.168773, 1.891314], [-2.379935, -1.261132, 2.507898], [1.841252, -3.524697, 5.157861], [1.459129, -0.340286, 5.331205], [2.142211, 1.551626, 3.575897], [2.443853, 0.849130, 0.951200], [2.008908, -1.656687, 0.116092], [2.210584, -4.644664, 1.774148], [0.859004, -4.022498, 0.694421], [0.313748, -5.810463, 2.602149], [-1.768501, -5.252974, 1.869200], [-1.197410, -3.513849, 1.594860], [-1.920399, -5.000398, 4.381416], [-1.469775, -3.218517, 4.366706], [-4.036837, -4.393094, 2.894617], [-3.937312, -3.583964, 4.616067], [-5.983154, -2.065929, 3.091594], [-6.324165, 0.384006, 2.139310], [-1.310971, -1.653901, 2.603019], [0.008293, 4.903002, -3.870264], [-0.516108, 3.582892, -3.856727], [-1.204413, 3.286112, -2.641885], [-2.714995, 3.306097, -2.844933], [-3.187879, 4.634315, -3.066709], [-3.507569, 4.871978, -4.429961], [0.406096, 5.101743, -4.867280], [-0.765394, 5.643231, -3.649517], [0.823869, 4.989552, -3.145321], [-0.907023, 3.973518, -1.842246], [-0.903065, 2.275604, -2.347086], [-3.197157, 2.948089, -1.930444], [-3.008617, 2.640925, -3.664086], [-4.388521, 4.288613, -4.715706], [-2.669106, 4.625375, -5.086275], [-3.740288, 5.932064, -4.545713], [5.307956, 0.378741, -1.038679], [3.984910, -0.007865, -1.382951], [3.246179, 1.058741, -1.979058], [3.118662, 0.867148, -3.485740], [4.374126, 1.055472, -4.137620], [4.962926, -0.173321, -4.538642], [5.848504, -0.510808, -0.709836], [5.834123, 0.810297, -1.894324], [5.285318, 1.098140, -0.214070], [3.696306, 2.029525, -1.744179], [2.244628, 1.035345, -1.536565], [2.440318, 1.629676, -3.880503], [2.695738, -0.115473, -3.720931], [4.376763, -0.624266, -5.345538], [5.041748, -0.871178, -3.701175], [5.966529, 0.035808, -4.913236]], "forces_ev_per_a": [[1.1, 1.1, -1.4], [1.2, 2.8, -1.7], [0.3, -0.4, -2.9], [-0.7, -4.4, -1.4], [-1.0, -2.3, 2.2], [-0.1, 1.9, 4.3], [0.4, 2.8, 0.8], [0.7, 0.4, -0.5], [0.1, 0.5, -0.9], [-0.6, -0.8, 0.4], [-1.1, 0.1, -0.1], [1.6, 0.7, 0.5], [0.3, 3.1, -1.6], [1.7, 3.8, -1.7], [2.4, -2.7, 0.9], [2.3, 0.4, -0.3], [2.0, -3.6, 1.4], [-1.5, -2.3, 1.3], [-6.5, -0.1, 0.3], [0.6, -1.2, 0.7], [-3.4, -0.5, 0.3], [-0.8, 0.6, -0.6], [0.2, -0.8, -2.0], [-0.3, -1.9, -0.8], [-0.6, -1.6, 1.2], [-0.3, 0.1, 1.8], [-1.7, 0.9, 0.3], [0.5, 0.1, 1.5], [0.0, 0.9, -0.2], [0.8, 1.5, 0.6], [-0.1, -1.1, 1.2], [0.0, 1.4, -1.0], [-0.3, -1.2, -1.1], [0.5, 1.4, 0.9], [0.4, -0.1, -1.9], [1.7, 0.8, -0.4], [1.9, -0.8, 0.1], [-1.8, 0.7, -0.1], [0.0, -0.1, -0.1], [0.0, 0.3, 0.2], [-0.2, -0.4, -0.5], [0.1, 0.4, 0.5], [0.1, -0.2, -0.4], [0.0, 0.1, 0.2], [0.0, -0.1, 0.1], [0.0, 0.0, 0.1], [0.0, 0.1, 0.0], [-0.1, 0.0, -0.1], [0.0, 0.0, 0.1], [0.0, -0.1, 0.0], [0.1, 0.1, 0.0], [0.0, 0.0, -0.1], [0.0, -0.1, 0.0], [0.0, -0.1, 0.1], [-0.1, -0.2, 0.0], [0.2, 0.3, -0.1], [-0.2, -0.6, -0.1], [0.2, 0.6, 0.1], [-0.1, -0.4, 0.1], [0.1, 0.2, 0.0], [-0.1, 0.0, 0.0], [0.0, 0.1, 0.0], [0.1, 0.1, 0.0], [0.0, -0.1, -0.1], [0.0, 0.0, 0.0], [-0.1, 0.0, 0.0], [0.1, 0.0, 0.1], [0.0, -0.1, 0.0], [0.0, 0.0, 0.0], [-0.1, 0.1, 0.0]], "nbo_charge": [-0.719, 0.268, -0.252, -0.231, -0.212, -0.223, -0.080, -0.246, -0.646, -0.236, -0.406, -0.453, 0.003, -0.198, -0.229, 0.096, -0.562, 0.785, -0.538, 0.103, -0.228, 0.489, 0.232, 0.234, 0.223, 0.240, 0.217, 0.181, 0.372, 0.183, 0.208, 0.213, 0.231, 0.224, 0.230, 0.231, 0.243, 0.254, -0.254, -0.554, -0.092, -0.093, -0.551, -0.253, 0.191, 0.179, 0.165, 0.178, 0.184, 0.189, 0.178, 0.167, 0.176, 0.190, -0.253, -0.558, -0.092, -0.092, -0.551, -0.253, 0.192, 0.179, 0.168, 0.180, 0.183, 0.191, 0.177, 0.167, 0.176, 0.190]}

***

3.
{"formula": "CH3NOSi", "method": "the ωB97M-V functional and the def2-TZVPD basis", "lumo_energy_ev": -0.6, "homo_ha": -0.3447, "orbital_gap_ev": 8.81, "de_lowest_kj_mol": 296.5, "elements": ["C", "N", "O", "Si", "H", "H", "H"], "coordinates": [[-1.986258, -0.171568, 0.435931], [0.080489, -0.857837, -0.334351], [-1.947768, -0.176881, 1.584055], [1.012163, 0.477357, -0.324071], [0.245215, -1.800979, -0.496862], [2.193672, 0.967227, 0.223662], [0.402487, 1.562682, -1.088364]], "forces_ev_per_a": [[-1.2, 0.3, 1.9], [2.1, 3.3, -0.5], [0.1, -0.1, -1.7], [-3.0, -2.1, -1.3], [0.4, -1.9, 0.4], [1.8, 0.1, 0.9], [-0.2, 0.4, 0.2]], "nbo_charge": [0.505, -1.335, -0.551, 1.425, 0.394, -0.223, -0.214]}

***

4.
{"formula": "C3H2N4O", "method": "the ωB97M-V functional and the def2-TZVPD basis", "smiles": "O=c1ncncnn1", "lumo_energy_ev": -2.1, "homo_ha": -0.3496, "orbital_gap_ev": 7.46, "de_lowest_kj_mol": 292.7, "elements": ["O", "C", "N", "C", "N", "C", "N", "N", "H", "H"], "coordinates": [[1.560574, -1.387009, 0.779675], [1.105807, -0.795945, -0.111484], [1.410223, 0.447185, -0.679667], [0.612563, 1.325948, -0.249697], [-0.717993, 1.081435, 0.198572], [-1.475877, -0.089038, 0.349338], [-1.298989, -1.305062, -0.430185], [-0.091841, -1.462509, -0.878805], [1.003803, 2.453813, -0.114067], [-2.108266, -0.268815, 1.136316]], "forces_ev_per_a": [[1.2, -0.6, 1.1], [-3.6, 0.5, -3.2], [2.1, -1.4, 1.3], [-2.4, 2.1, 0.0], [-2.0, -3.1, 2.5], [6.2, 2.3, -3.0], [3.7, 2.4, -0.7], [-1.5, -0.5, 1.5], [-1.4, -2.6, -0.9], [-2.3, 0.8, 1.5]], "nbo_charge": [-0.474, 0.759, -0.488, 0.309, -0.522, 0.291, -0.175, -0.119, 0.222, 0.197]}

***

5.
{"formula": "C5H10Cl10", "method": "the ωB97M-V functional and the def2-TZVPD basis", "multiplicity": 2, "lumo_energy_ev": [2.1, 2.1], "homo_ha": [0.0246, -0.2671], "total_charge": -1, "orbital_gap_ev": [1.48, 9.37], "de_lowest_kj_mol": 19.5, "elements": ["C", "Cl", "Cl", "H", "H", "C", "Cl", "Cl", "H", "H", "C", "Cl", "Cl", "H", "H", "C", "Cl", "Cl", "H", "H", "C", "Cl", "Cl", "H", "H"], "coordinates": [[1.005273, -3.694038, 3.229841], [0.179878, -3.478890, 4.862677], [0.024266, -4.629972, 2.089364], [1.150378, -2.680907, 2.854858], [1.938958, -4.201580, 3.472175], [-2.256853, 2.816579, -1.174967], [-2.159004, 3.346601, 0.467802], [-1.005155, 1.701626, -1.531331], [-3.247234, 2.428075, -1.412227], [-2.032777, 3.613840, -1.883678], [-2.491841, -3.334944, -0.747618], [-1.282831, -2.115159, -1.221561], [-4.010877, -2.910935, -1.385849], [-2.268293, -4.321890, -1.152650], [-2.518534, -3.312929, 0.341846], [2.735141, 3.956987, -2.085704], [2.265525, 2.266885, -2.611211], [3.109192, 4.107978, -0.367158], [3.560993, 4.199965, -2.754309], [1.864808, 4.584022, -2.279203], [1.021208, 0.291325, 0.519899], [0.480472, 1.635276, 1.510777], [2.234064, -0.808728, 1.295741], [0.119118, -0.248547, 0.232009], [1.584126, 0.789360, -0.269523]], "forces_ev_per_a": [[-0.4, 0.4, 1.1], [0.3, -0.2, -1.0], [0.3, 0.2, 0.3], [0.0, -0.3, -0.1], [-0.3, 0.0, -0.4], [-0.5, 0.8, -1.2], [-0.4, 0.6, 0.8], [0.8, -1.5, -0.5], [0.2, -0.2, 0.3], [-0.3, 0.5, 0.4], [1.1, -0.1, 0.5], [0.2, -0.3, -0.1], [-1.8, 0.4, -0.5], [0.5, 0.3, 0.2], [0.0, -0.2, -0.2], [-0.5, 0.0, -0.8], [0.0, -0.2, 0.3], [0.3, -0.1, 0.2], [0.2, 0.2, 0.4], [0.0, 0.0, -0.1], [0.5, 0.5, -0.1], [0.2, -0.2, 0.8], [-0.5, 0.2, 0.0], [0.6, -0.2, -0.1], [-0.3, -0.5, -0.3]], "nbo_charge": [-0.367, -0.085, -0.028, 0.247, 0.219, -0.594, -0.028, -0.051, 0.208, 0.197, -0.429, -0.036, -0.007, 0.218, 0.225, -0.698, -0.211, -0.085, 0.187, 0.156, -0.400, -0.019, -0.098, 0.231, 0.247]}

***

6.
{"formula": "C25H37BeN3O4", "method": "the ωB97M-V functional and the def2-TZVPD basis", "lumo_energy_ev": -4.5, "homo_ha": -0.2443, "orbital_gap_ev": 2.16, "de_lowest_kj_mol": 1073.8, "elements": ["Be", "C", "C", "O", "H", "H", "H", "H", "H", "C", "C", "O", "H", "H", "H", "H", "H", "N", "C", "C", "C", "C", "C", "H", "H", "H", "H", "H", "N", "C", "C", "C", "C", "C", "H", "H", "H", "H", "H", "N", "C", "C", "C", "C", "C", "H", "H", "H", "H", "H", "C", "C", "O", "C", "H", "H", "H", "H", "H", "H", "C", "C", "O", "C", "H", "H", "H", "H", "H", "H"], "coordinates": [[-0.186654, -0.153735, -0.122663], [2.970896, -0.181235, 5.361117], [3.299256, -0.817745, 3.976427], [2.164446, -1.034395, 3.209037], [3.852276, -0.107955, 5.998207], [2.252306, -0.823495, 5.870267], [2.460616, 0.772755, 5.228377], [3.808186, -1.767025, 4.143617], [3.936206, -0.080215, 3.488127], [-1.376154, 3.478025, -5.120263], [-2.167724, 2.167105, -4.834823], [-1.977354, 1.578945, -3.555823], [-1.656624, 4.204965, -4.358043], [-1.582084, 3.952905, -6.079533], [-0.315584, 3.254715, -5.004443], [-1.950774, 1.423065, -5.601273], [-3.218864, 2.420375, -4.972873], [1.007066, -3.595605, -2.161823], [1.788186, -4.567255, -1.562543], [2.110096, -5.810955, -2.145613], [1.644336, -6.031485, -3.434953], [0.861526, -5.070355, -4.122623], [0.621376, -3.836535, -3.484073], [2.172286, -4.374975, -0.571633], [2.752516, -6.497595, -1.614363], [1.937736, -6.953845, -3.914093], [0.603786, -5.301245, -5.145683], [0.106526, -3.032815, -3.989413], [-3.205994, -3.023155, 0.863257], [-3.056454, -3.718165, 1.993907], [-4.015974, -4.578255, 2.532467], [-5.288214, -4.667965, 1.862967], [-5.502724, -4.010615, 0.666027], [-4.427914, -3.189925, 0.214377], [-2.123554, -3.612685, 2.527737], [-4.032264, -5.205455, 3.411527], [-6.043094, -5.348515, 2.228237], [-6.463324, -4.048325, 0.173877], [-4.430934, -2.635155, -0.712243], [0.487106, 3.887815, 0.612237], [1.633306, 4.455325, 1.032117], [1.871876, 5.801515, 1.203477], [0.866236, 6.694085, 0.845267], [-0.361284, 6.202825, 0.466737], [-0.488674, 4.773985, 0.282907], [2.360676, 3.714505, 1.329647], [2.863356, 6.114255, 1.495997], [0.963866, 7.764005, 0.955437], [-1.169214, 6.902245, 0.310317], [-1.451314, 4.384075, -0.013213], [-2.643644, 1.810125, 4.807607], [-3.618534, 1.823325, 3.622597], [-3.301154, 1.401095, 2.521557], [-5.023364, 2.254655, 3.941557], [-3.136334, 1.595705, 5.755967], [-2.046404, 2.721585, 4.832687], [-1.815324, 1.119585, 4.649027], [-5.670384, 1.802185, 3.190067], [-5.143194, 3.333685, 3.844327], [-5.284174, 1.894345, 4.936667], [5.124346, 0.980325, -4.083573], [4.762566, 0.135955, -2.859903], [3.678166, 0.262205, -2.295063], [5.739166, -0.923515, -2.436873], [5.955636, 1.664865, -3.914863], [4.238486, 1.532065, -4.398083], [5.336026, 0.260905, -4.874603], [5.540336, -1.880055, -2.920183], [5.658076, -1.037575, -1.355903], [6.746396, -0.622265, -2.724703]], "forces_ev_per_a": [[0.1, 0.1, 0.0], [-0.6, -0.4, -0.4], [-1.9, -0.2, 0.3], [0.7, 0.4, 0.5], [0.1, 0.2, -0.1], [0.0, -0.1, 0.0], [0.3, 0.1, 0.0], [0.6, -0.1, -0.2], [0.5, 0.1, -0.5], [-0.2, -0.6, 1.0], [1.3, -0.1, 1.4], [-0.4, 1.2, -1.8], [0.1, 0.0, 0.1], [0.0, -0.4, -0.2], [0.1, 0.2, -0.2], [0.0, -0.3, -0.3], [-0.7, -0.2, 0.2], [1.1, -1.8, -1.4], [-1.3, 0.4, -1.3], [-0.6, 1.6, -0.4], [-0.3, 0.3, 0.0], [1.2, 0.1, 1.3], [0.7, -1.2, 2.0], [-0.2, 0.4, 0.2], [-0.1, -0.1, -0.1], [-0.2, -0.1, -0.2], [-0.3, 0.3, 0.0], [-0.1, 0.1, 0.1], [-2.5, -0.9, -0.6], [-0.3, -0.6, 0.6], [-2.9, 0.1, -1.5], [1.7, -0.2, 0.1], [1.7, 1.4, 0.2], [1.4, -0.2, 1.0], [0.3, 0.2, -0.1], [1.1, 0.3, 0.3], [-0.1, 0.1, 0.3], [0.1, 0.0, -0.3], [-0.5, 0.0, -0.1], [-0.9, 1.9, -0.7], [-0.4, -1.0, 0.4], [0.1, 0.1, -0.8], [-0.1, 0.0, 0.7], [0.2, -2.1, -0.5], [0.6, 1.2, 1.2], [0.4, 0.1, 0.0], [-0.1, 0.2, 0.2], [0.3, 0.1, 0.0], [-0.2, -0.3, -0.3], [0.0, -0.3, -0.2], [0.6, -0.1, -0.7], [0.8, -0.9, -0.2], [-0.2, 0.7, 1.0], [-0.1, -0.3, -0.6], [0.1, 0.3, -0.1], [-0.6, 0.6, 0.3], [-0.4, -0.6, -0.2], [-0.1, 0.0, 0.1], [0.1, 0.1, 0.3], [-0.2, 0.3, 0.0], [-0.8, -0.5, 0.3], [-1.7, 0.4, 0.2], [1.6, -0.1, -0.7], [0.3, 0.3, 0.2], [0.1, -0.2, 0.0], [0.1, 0.1, 0.2], [0.4, 0.1, -0.2], [-0.2, 0.0, 0.0], [0.1, -0.2, -0.1], [0.1, -0.1, 0.1]], "nbo_charge": [0.531, -0.622, -0.101, -0.506, 0.202, 0.204, 0.206, 0.146, 0.195, -0.638, -0.108, -0.493, 0.205, 0.203, 0.209, 0.166, 0.194, -0.419, 0.038, -0.270, -0.165, -0.269, 0.030, 0.198, 0.222, 0.211, 0.222, 0.205, -0.415, 0.031, -0.270, -0.161, -0.276, 0.039, 0.196, 0.224, 0.209, 0.224, 0.201, -0.414, 0.028, -0.268, -0.173, -0.264, 0.046, 0.194, 0.221, 0.213, 0.219, 0.200, -0.738, 0.596, -0.541, -0.723, 0.218, 0.244, 0.246, 0.239, 0.240, 0.220, -0.720, 0.593, -0.542, -0.724, 0.232, 0.237, 0.224, 0.243, 0.243, 0.214]}